[1]
Here is C64H126F12N14O30S12 as an isolated structure in a non-equilibrium geometry from the OMol25 dataset. Energies are from ωB97M-V/def2-TZVPD.

```
258
C64H126F12N14O30S12, DFT ωB97M-V/def2-TZVPD
C -4.593 -12.787 5.584
N -4.218 -11.381 5.264
C -4.757 -10.381 5.961
C -4.455 -9.055 5.646
C -3.637 -8.780 4.562
C -3.090 -9.877 3.883
C -3.384 -11.164 4.197
C -3.639 -7.410 3.911
C -3.554 -6.237 4.685
C -3.778 -5.061 4.018
N -4.092 -5.028 2.677
C -4.301 -6.160 1.989
C -3.954 -7.361 2.531
C -4.197 -3.711 1.985
H -4.451 -13.441 4.711
H -5.662 -12.786 5.839
H -4.029 -13.125 6.437
H -5.450 -10.684 6.701
H -4.906 -8.283 6.270
H -2.417 -9.694 3.083
H -2.966 -12.012 3.717
H -3.210 -6.155 5.719
H -3.663 -4.122 4.534
H -4.654 -6.157 0.988
H -4.054 -8.251 1.916
H -3.480 -3.015 2.374
H -5.192 -3.308 2.157
H -4.033 -3.927 0.945
C 3.964 1.539 6.097
C 2.670 1.064 5.520
C 2.621 -0.407 5.292
C 2.606 -1.210 6.576
C 1.432 -0.983 7.418
C 1.268 0.542 7.844
N 1.641 1.434 6.662
O 1.210 2.415 6.630
C 2.327 0.820 8.886
C -0.187 0.833 8.293
C 2.272 1.951 4.307
H 4.592 1.784 5.253
H 4.500 0.793 6.684
H 3.821 2.419 6.714
H 3.517 -0.615 4.692
H 1.760 -0.669 4.671
H 3.577 -1.090 7.060
H 2.726 -2.282 6.398
H 1.327 -1.651 8.279
H 0.567 -1.111 6.782
H 3.304 0.464 8.677
H 1.979 0.316 9.823
H 2.327 1.884 9.029
H -0.256 0.064 9.041
H -0.822 0.696 7.433
H -0.320 1.792 8.760
H 2.648 2.903 4.592
H 1.298 1.960 3.925
H 2.975 1.585 3.582
C 2.070 0.874 -0.438
C 1.334 -0.136 0.411
C 0.044 0.464 1.004
C -1.152 0.650 0.029
C -1.589 -0.675 -0.510
C -0.399 -1.283 -1.300
N 0.930 -1.319 -0.504
O 1.424 -2.246 -0.461
C -0.034 -0.430 -2.524
C -0.675 -2.709 -1.838
C 2.403 -0.750 1.431
H 2.580 1.479 0.299
H 1.398 1.535 -0.948
H 2.649 0.349 -1.166
H 0.384 1.354 1.471
H -0.348 -0.263 1.741
H -0.952 1.327 -0.809
H -1.895 1.199 0.581
H -2.436 -0.809 -1.198
H -1.769 -1.348 0.330
H 0.790 -0.904 -3.050
H 0.190 0.587 -2.243
H -0.844 -0.492 -3.182
H 0.124 -2.933 -2.532
H -1.612 -2.800 -2.427
H -0.716 -3.535 -1.100
H 3.223 -1.055 0.780
H 2.103 -1.638 1.894
H 2.686 0.032 2.126
C -6.835 0.647 -0.395
C -6.901 1.678 0.815
C -7.831 1.372 2.000
C -7.548 2.180 3.250
C -6.142 2.018 3.844
C -5.128 2.366 2.767
N -5.405 1.947 1.421
O -4.571 1.667 0.656
C -3.829 1.701 3.055
C -5.061 3.919 2.779
C -7.303 3.079 0.290
H -6.227 1.021 -1.219
H -7.856 0.435 -0.620
H -6.365 -0.293 -0.112
H -7.613 0.322 2.244
H -8.857 1.542 1.744
H -8.371 1.858 3.927
H -7.662 3.217 2.997
H -5.951 1.049 4.228
H -5.975 2.710 4.672
H -3.022 2.075 2.435
H -3.935 0.651 2.836
H -3.554 1.809 4.092
H -6.005 4.347 3.025
H -4.719 4.317 1.847
H -4.328 4.177 3.516
H -8.279 3.082 -0.202
H -6.494 3.334 -0.379
H -7.278 3.807 1.093
C -3.234 -2.093 -8.367
C -2.390 -1.049 -7.634
C -1.786 -1.654 -6.331
C -0.802 -2.734 -6.634
C 0.368 -2.206 -7.501
C -0.016 -1.435 -8.762
N -1.374 -0.701 -8.679
O -1.594 0.095 -9.358
C -0.233 -2.473 -9.921
C 1.069 -0.395 -9.180
C -3.242 0.196 -7.275
H -3.653 -1.629 -9.263
H -4.013 -2.502 -7.713
H -2.564 -2.883 -8.706
H -2.646 -1.979 -5.730
H -1.251 -0.811 -5.870
H -1.362 -3.543 -7.115
H -0.354 -3.143 -5.729
H 1.078 -2.990 -7.728
H 0.901 -1.417 -6.947
H -0.757 -2.070 -10.759
H -0.753 -3.329 -9.540
H 0.743 -2.853 -10.207
H 1.975 -0.997 -9.276
H 1.253 0.321 -8.381
H 0.797 0.084 -10.139
H -3.939 0.339 -8.078
H -2.602 1.002 -7.248
H -3.767 0.030 -6.340
C -2.451 5.852 -0.796
C -1.257 5.142 -1.345
N -1.086 5.118 -2.860
C -2.161 4.310 -3.568
C -1.184 6.495 -3.507
C -0.712 6.579 -4.981
C 0.241 4.419 -3.137
C 1.461 5.030 -2.468
O 1.611 6.352 -2.963
C 3.029 6.617 -3.084
H -2.558 6.825 -1.268
H -2.421 5.907 0.298
H -3.381 5.333 -0.969
H -1.144 4.077 -0.987
H -0.404 5.675 -0.996
H -2.070 3.273 -3.326
H -2.068 4.322 -4.658
H -3.151 4.664 -3.330
H -0.571 7.132 -2.862
H -2.224 6.781 -3.484
H -1.260 5.889 -5.664
H 0.316 6.376 -5.243
H -0.904 7.634 -5.158
H 0.358 4.517 -4.225
H 0.088 3.369 -2.788
H 2.269 4.391 -2.837
H 1.445 5.114 -1.373
H 3.202 7.631 -3.491
H 3.470 5.872 -3.772
H 3.464 6.637 -2.059
C 5.023 1.959 -2.060
C 6.378 2.152 -1.560
N 6.692 3.274 -0.603
C 5.930 3.185 0.670
C 8.182 3.177 -0.234
C 8.526 2.130 0.844
C 6.436 4.574 -1.354
C 6.258 5.817 -0.484
O 4.923 5.859 -0.048
C 4.761 6.947 0.851
H 4.784 2.741 -2.740
H 4.272 1.781 -1.291
H 5.058 1.041 -2.683
H 7.110 2.324 -2.366
H 6.739 1.228 -1.066
H 6.025 2.215 1.085
H 4.911 3.394 0.354
H 6.188 4.007 1.339
H 8.521 4.195 -0.078
H 8.540 2.855 -1.235
H 8.283 2.294 1.896
H 9.625 2.074 0.806
H 8.149 1.145 0.585
H 5.566 4.427 -2.023
H 7.297 4.679 -1.996
H 6.472 6.727 -1.067
H 6.936 5.778 0.386
H 4.677 7.932 0.356
H 5.570 6.982 1.581
H 3.905 6.743 1.465
N 1.246 2.598 -5.711
S 2.408 1.578 -5.146
O 2.093 0.166 -5.301
O 2.839 1.990 -3.837
F 3.444 1.958 -6.193
S -0.279 2.173 -6.036
O -1.032 1.995 -4.808
O -0.502 1.352 -7.219
F -0.627 3.674 -6.556
N 0.049 3.701 2.255
S -1.155 4.407 3.083
O -2.421 4.445 2.308
O -0.705 5.463 3.905
F -1.460 3.199 4.018
S 1.300 4.387 1.659
O 1.105 5.466 0.789
O 2.202 3.356 1.294
F 1.981 5.026 2.886
N -0.568 -2.387 3.259
S 0.361 -3.605 3.742
O -0.309 -4.895 4.253
O 1.717 -3.316 4.405
F 0.842 -4.145 2.297
S -1.286 -1.611 4.269
O -0.675 -0.359 4.620
O -2.053 -2.417 5.119
F -2.351 -1.101 3.079
N 6.869 -0.506 2.307
S 6.066 0.406 3.344
O 4.624 0.540 3.232
O 6.821 1.575 3.701
F 6.198 -0.616 4.540
S 6.205 -1.318 1.016
O 5.325 -0.520 0.086
O 5.756 -2.589 1.385
F 7.483 -1.502 0.177
N -2.525 -8.408 -0.374
S -2.481 -9.966 -0.722
O -1.212 -10.632 -0.582
O -3.366 -10.492 -1.742
F -3.155 -10.449 0.694
S -2.124 -7.042 -0.981
O -2.938 -6.027 -0.345
O -1.736 -7.062 -2.339
F -0.725 -6.825 -0.206
N 3.917 -2.378 -4.547
S 2.994 -3.490 -5.255
O 3.541 -3.773 -6.474
O 1.609 -3.260 -5.154
F 3.389 -4.722 -4.350
S 4.278 -1.729 -3.243
O 3.213 -0.809 -2.706
O 5.633 -1.141 -3.337
F 4.249 -2.953 -2.248
```

Properties
Relative energy (zero: lowest compared OMol25 entry of this formula, charge and spin): 125.1 kJ/mol
HOMO level: -0.401 hartree
Gap between HOMO and LUMO: 4.3 eV
Strongest force on any atom: 17.1 eV/A
Total energy: -313296.7664 eV
Charge: +2
Multiplicity: 1
LUMO energy: -6.565 eV
M: 2184.6 Da

These are the Mulliken partial charges, in e, on atoms 1 to 8: C -0.947; N 0.038; C -0.285; C -0.776; C 0.693; C -0.856; C -0.150; C 1.126

***

[2]
Here is an isolated molecule of C19H17NO3 from the OMol25 dataset. Energies are from ωB97M-V/def2-TZVPD.

```
40
C19H17NO3, DFT ωB97M-V/def2-TZVPD
C 3.049 6.043 -1.864
C 2.813 4.755 -1.709
C 3.889 3.710 -1.624
O 3.555 2.517 -2.303
C 2.642 1.664 -1.759
C 2.343 0.543 -2.540
C 1.447 -0.420 -2.113
C 0.834 -0.262 -0.882
C 1.135 0.865 -0.098
C 2.028 1.831 -0.518
C 0.360 0.797 1.145
N 0.450 1.708 2.031
O -0.319 1.567 3.177
C -0.426 -0.441 1.065
C -1.316 -0.993 1.957
C -1.937 -2.205 1.625
O -2.797 -2.685 2.567
C -3.446 -3.920 2.349
C -4.475 -3.872 1.255
C -4.789 -4.895 0.484
C -1.654 -2.829 0.415
C -0.751 -2.266 -0.481
C -0.135 -1.076 -0.163
H 2.252 6.765 -1.908
H 4.052 6.431 -1.945
H 1.801 4.381 -1.638
H 4.801 4.064 -2.113
H 4.127 3.497 -0.571
H 2.840 0.451 -3.494
H 1.234 -1.276 -2.735
H 2.221 2.678 0.121
H -0.105 2.349 3.705
H -1.549 -0.524 2.898
H -3.948 -4.124 3.303
H -2.716 -4.720 2.167
H -4.971 -2.916 1.150
H -5.553 -4.825 -0.270
H -4.299 -5.851 0.581
H -2.140 -3.754 0.149
H -0.546 -2.766 -1.416
```

Properties
Structure (SMILES): C=CCOc1ccc2c(c1)C(=NO)c1cc(OCC=C)ccc1-2
Relative energy (zero: lowest compared OMol25 entry of this formula, charge and spin): 385.8 kJ/mol
HOMO level: -0.278 hartree
Gap between HOMO and LUMO: 7.7 eV
Strongest force on any atom: 1.0 eV/A
Total energy: -27608.3309 eV
Multiplicity: 1
LUMO energy: 0.107 eV
M: 307.3 Da

These are the natural (NBO) partial charges, in e, on atoms 1 to 8: C -0.380; C -0.207; C -0.106; O -0.488; C 0.306; C -0.248; C -0.171; C -0.098

***

[3]
Here is a 2-piece molecular cluster, C2H8N2O2 overall in a non-equilibrium geometry from the OMol25 dataset. Energies are from ωB97M-V/def2-TZVPD.

```
14
C2H8N2O2, DFT ωB97M-V/def2-TZVPD
H 1.839 1.899 -0.832
N 0.708 1.994 -0.864
N 0.429 1.101 -0.045
O -0.858 1.007 0.276
C -1.723 1.964 -0.342
H -1.402 2.251 -1.309
H -1.770 2.900 0.312
H -2.622 1.365 -0.301
C 0.193 -1.827 0.915
O 0.835 -2.292 -0.215
H -0.593 -1.263 0.502
H 0.959 -1.172 1.510
H 0.021 -2.638 1.622
H 1.400 -3.142 -0.082
```

Properties
Structure (SMILES): [H]/N=N/OC.CO
Relative energy (zero: lowest compared OMol25 entry of this formula, charge and spin): 484.5 kJ/mol
HOMO level: -0.354 hartree
Gap between HOMO and LUMO: 10.7 eV
Strongest force on any atom: 4.3 eV/A
Total energy: -9274.8894 eV
Multiplicity: 1
LUMO energy: 1.035 eV
M: 92.1 Da

These are the natural (NBO) partial charges, in e, on atoms 1 to 8: H 0.350; N -0.435; N 0.136; O -0.348; C -0.308; H 0.214; H 0.191; H 0.204

***

[4]
Here is C9H18CsNO as an isolated structure in a non-equilibrium geometry from the OMol25 dataset. Energies are from ωB97M-V/def2-TZVPD.

```
30
C9H18CsNO, DFT ωB97M-V/def2-TZVPD
Cs -1.053 3.604 -0.962
C 1.367 -1.469 -0.934
C 0.447 -0.288 -1.239
C -1.017 -0.828 -1.337
C -1.568 -1.156 0.022
C -1.457 -0.012 1.019
C -0.024 0.547 1.103
N 0.487 0.782 -0.253
O 1.748 1.396 -0.174
C 0.763 -0.411 2.042
C -0.116 1.854 1.921
C 0.815 0.296 -2.588
H 1.098 -1.952 0.009
H 2.398 -1.174 -0.710
H 1.397 -2.227 -1.718
H -1.065 -1.738 -1.935
H -1.554 0.003 -1.810
H -1.168 -2.099 0.415
H -2.622 -1.471 -0.066
H -1.832 -0.319 1.999
H -2.203 0.728 0.683
H 0.501 -0.193 3.080
H 1.827 -0.226 1.906
H 0.468 -1.454 1.922
H -0.899 2.553 1.615
H 0.839 2.381 1.980
H -0.322 1.647 2.973
H 0.613 -0.403 -3.415
H 1.892 0.442 -2.672
H 0.244 1.185 -2.876
```

Properties
Relative energy (zero: lowest compared OMol25 entry of this formula, charge and spin): 68.0 kJ/mol
HOMO level: -0.191 hartree
Gap between HOMO and LUMO: 4.4 eV
Strongest force on any atom: 1.6 eV/A
Total energy: -13707.7511 eV
Multiplicity: 1
LUMO energy: -0.778 eV
M: 289.2 Da

These are the Mulliken partial charges, in e, on atoms 1 to 8: Cs 0.970; C -1.772; C 1.158; C -0.814; C -0.794; C -0.768; C 1.142; N 0.888

***

[5]
Here is an isolated molecule of C5H7NO from the OMol25 dataset. Energies are from ωB97M-V/def2-TZVPD.

```
14
C5H7NO, DFT ωB97M-V/def2-TZVPD
O -0.652 0.091 2.601
C -0.954 0.072 1.444
C -1.568 -0.651 0.326
C -0.839 0.709 0.107
C 0.583 0.701 -0.390
C 1.234 -0.418 -1.119
N 1.411 -0.269 0.315
H -2.654 -0.594 0.301
H -1.150 -1.568 -0.082
H -1.463 1.554 -0.180
H 0.997 1.693 -0.573
H 2.072 -0.182 -1.772
H 0.659 -1.292 -1.419
H 2.310 0.108 0.589
```

Properties
Structure (SMILES): O=C1C[C@@H]1[C@@H]1CN1
Relative energy (zero: lowest compared OMol25 entry of this formula, charge and spin): 303.1 kJ/mol
HOMO level: -0.324 hartree
Gap between HOMO and LUMO: 9.8 eV
Strongest force on any atom: 0.6 eV/A
Total energy: -8833.0610 eV
Multiplicity: 1
LUMO energy: 0.953 eV
M: 97.1 Da

These are the natural (NBO) partial charges, in e, on atoms 1 to 8: O -0.485; C 0.637; C -0.540; C -0.355; C -0.082; C -0.254; N -0.601; H 0.242

***

[6]
Here is an isolated molecule of C5H8O from the OMol25 dataset. Energies are from ωB97M-V/def2-TZVPD.

```
14
C5H8O, DFT ωB97M-V/def2-TZVPD
C 2.665 0.515 -0.259
C 1.372 -0.163 -0.238
C 0.253 -0.603 -0.322
C -1.176 -0.856 -0.510
C -2.048 0.004 0.456
O -1.343 1.001 1.151
H 2.497 1.593 -0.165
H 3.328 0.201 0.550
H 3.170 0.337 -1.212
H -1.397 -0.591 -1.549
H -1.419 -1.918 -0.401
H -2.804 0.534 -0.130
H -2.577 -0.659 1.155
H -0.521 0.605 1.473
```

Properties
Structure (SMILES): CC#CCCO
Relative energy (zero: lowest compared OMol25 entry of this formula, charge and spin): 206.9 kJ/mol
HOMO level: -0.350 hartree
Gap between HOMO and LUMO: 10.5 eV
Strongest force on any atom: 0.6 eV/A
Total energy: -7360.1105 eV
Multiplicity: 1
LUMO energy: 0.944 eV
M: 84.1 Da

These are the natural (NBO) partial charges, in e, on atoms 1 to 8: C -0.683; C 0.005; C -0.044; C -0.502; C -0.047; O -0.709; H 0.238; H 0.233

***

[7]
Here is a 2-piece molecular cluster, C4H4BrNO overall in a non-equilibrium geometry from the OMol25 dataset. Energies are from ωB97M-V/def2-TZVPD.

```
11
C4H4BrNO, DFT ωB97M-V/def2-TZVPD
C 1.000 1.524 -0.845
C -1.297 -1.457 1.193
C -1.641 -0.925 -0.165
C 1.917 0.627 -0.617
N 0.145 2.031 -1.526
O -1.089 -0.089 0.653
Br 1.663 -1.254 -1.133
H -2.132 -1.457 1.987
H -0.397 -2.044 1.430
H -0.863 2.237 -1.206
H 2.694 0.806 0.229
```

Properties
Relative energy (zero: lowest compared OMol25 entry of this formula, charge and spin): 539.3 kJ/mol
HOMO level: -0.325 hartree
Gap between HOMO and LUMO: 8.7 eV
Strongest force on any atom: 3.9 eV/A
Total energy: -77786.8425 eV
Multiplicity: 1
LUMO energy: -0.109 eV
M: 162.0 Da

These are the natural (NBO) partial charges, in e, on atoms 1 to 8: C 0.361; C -0.293; C 0.312; C -0.493; N -0.562; O -0.440; Br 0.046; H 0.199

***

[8]
Here is a 9-piece molecular cluster, C9H35NO9 overall in a non-equilibrium geometry from the OMol25 dataset. Energies are from ωB97M-V/def2-TZVPD.

```
54
C9H35NO9, DFT ωB97M-V/def2-TZVPD
C -0.467 9.418 5.662
C -1.130 10.504 4.827
C -1.513 11.695 5.721
C -0.193 11.013 3.739
C -0.094 9.996 2.594
C -1.463 9.711 2.014
C -2.496 9.223 3.061
C -3.868 9.385 2.404
C -2.211 7.742 3.305
N -2.412 10.063 4.225
O -3.234 9.468 5.232
H -0.012 9.863 6.565
H -1.101 8.606 6.014
H 0.453 8.962 5.276
H -2.244 12.328 5.213
H -1.949 11.326 6.652
H -0.675 12.361 5.931
H -0.448 11.999 3.355
H 0.827 11.008 4.134
H 0.585 10.330 1.804
H 0.385 9.072 2.944
H -1.437 8.990 1.198
H -1.834 10.674 1.636
H -4.048 10.448 2.235
H -4.645 9.058 3.100
H -3.923 8.832 1.470
H -2.446 7.153 2.419
H -2.817 7.360 4.131
H -1.169 7.585 3.586
H -3.515 10.206 5.784
O 0.101 5.541 4.942
H -0.269 4.687 4.697
H 0.712 5.755 4.230
O -1.534 7.894 8.674
H -1.223 8.056 9.570
H -1.197 8.631 8.156
O 1.616 4.954 10.243
H 1.176 5.351 9.482
H 1.001 4.286 10.557
O -2.424 5.202 8.135
H -2.145 6.110 8.313
H -2.972 5.267 7.349
O 3.422 3.299 8.572
H 3.060 3.603 7.734
H 4.205 2.794 8.338
O 3.897 6.773 8.540
H 3.015 6.956 8.199
H 4.475 6.808 7.774
O 3.063 4.815 5.952
H 3.786 5.171 5.428
H 2.413 4.512 5.310
O 1.066 6.412 7.651
H 1.400 5.935 6.883
H 0.165 6.650 7.409
```

Properties
Structure (SMILES): CC1(C)CCCC(C)(C)N1O.O.O.O.O.O.O.O.O
Relative energy (zero: lowest compared OMol25 entry of this formula, charge and spin): 61.8 kJ/mol
HOMO level: -0.318 hartree
Gap between HOMO and LUMO: 8.3 eV
Strongest force on any atom: 2.0 eV/A
Total energy: -29817.2321 eV
Multiplicity: 1
LUMO energy: -0.381 eV
M: 301.4 Da

These are the natural (NBO) partial charges, in e, on atoms 1 to 8: C -0.665; C 0.108; C -0.616; C -0.399; C -0.399; C -0.398; C 0.111; C -0.603